Density functional theory data (ωB97M-V/def2-TZVPD) for a single BrH2PS molecule at a distorted geometry.

Values from the calculation:
Gap between HOMO and LUMO: 7.6709 eV
SMILES string: PSBr
LUMO energy: -1.207 eV
HOMO energy: -8.88 eV
ΔE to the lowest compared entry with this formula, charge and spin: 159.4 kJ/mol
Maximum force: 3.69 eV Å⁻¹

Geometry as XYZ:
```
5
BrH2PS, DFT ωB97M-V/def2-TZVPD
P -1.139 -0.625 0.337
S 1.213 -0.584 -0.759
Br 2.348 0.625 0.629
H -0.645 0.678 0.790
H -1.777 -0.094 -0.997
```